Computed, not measured: a molecular structure, C30H35N7OS5SiZr, with wB97M-V/def2-TZVPD.

```
80
C30H35N7OS5SiZr, DFT wB97M-V/def2-TZVPD
Zr 0.3424 1.6617 -0.3161
C 1.8753 -1.3283 -3.3392
C 2.2343 -2.5010 -2.6796
C 2.1497 -2.5415 -1.3099
C 1.7146 -1.4108 -0.6088
N 1.3734 -0.2907 -1.2406
C 1.4512 -0.2601 -2.5888
N 1.7124 -1.5393 0.7794
C 1.6792 -0.5368 1.5778
N 1.5008 0.8326 1.3291
C 1.6809 1.5168 2.5501
N 1.6877 2.7568 2.8277
C 1.4770 3.8209 1.9519
C 1.7981 5.0703 2.4889
C 1.5799 6.2092 1.7541
C 1.0399 6.0785 0.4800
C 0.7739 4.8187 0.0026
N 0.9820 3.6925 0.7175
C 1.9074 0.5105 3.6153
C 2.1216 0.6769 4.9714
C 2.3093 -0.4742 5.7250
C 2.2950 -1.7388 5.1269
C 2.0920 -1.8846 3.7613
C 1.8915 -0.7264 3.0309
H 1.9217 -1.2334 -4.4143
H 2.5768 -3.3668 -3.2315
H 2.4318 -3.4103 -0.7341
H 1.1500 0.6647 -3.0628
H 2.2015 5.0906 3.4900
H 1.8200 7.1813 2.1635
H 0.8370 6.9314 -0.1509
H 0.3847 4.6711 -0.9948
H 2.1380 1.6638 5.4125
H 2.4731 -0.3945 6.7914
H 2.4500 -2.6163 5.7407
H 2.0893 -2.8532 3.2809
O 1.6756 4.4274 -6.7717
C 1.4575 4.0204 -5.6641
S -0.1681 3.7319 -5.0157
C 0.3480 3.1926 -3.4305
C 1.6670 3.1617 -3.1821
S 2.4115 2.6677 -1.6812
S 2.7298 3.6602 -4.4773
S -0.9079 2.7698 -2.2712
C -3.7049 1.5383 3.0444
Si -2.8005 1.0645 1.4776
C -4.0642 1.0708 0.1015
C -2.0979 -0.6249 1.9134
C -1.3792 2.1831 1.1092
H -4.5384 0.8501 3.2111
H -4.1151 2.5481 2.9723
H -3.0563 1.5025 3.9218
H -4.4597 0.0744 -0.1054
H -3.6683 1.4551 -0.8392
H -4.8969 1.7111 0.4032
H -2.8346 -1.4248 1.7923
H -1.7817 -0.6201 2.9597
H -1.2077 -0.8539 1.3232
H -0.9013 2.4100 2.0734
H -1.7899 3.1329 0.7368
C -1.1068 -5.0690 0.1450
C -0.3326 -3.9886 -0.5921
N -1.0632 -2.7353 -0.7202
C -1.3946 -2.0746 -1.8342
S -1.6958 -0.4025 -1.8830
N -1.4356 -2.7544 -3.0082
C -1.9903 -4.0940 -3.1996
C -1.1417 -4.9176 -4.1486
H -0.5324 -5.9951 0.1691
H -2.0727 -5.2736 -0.3158
H -1.2968 -4.7676 1.1757
H -0.0102 -4.3015 -1.5864
H 0.5809 -3.7578 -0.0373
H -1.1296 -2.1771 0.1132
H -1.5831 -2.1213 -3.7809
H -3.0122 -3.9954 -3.5780
H -2.0723 -4.5805 -2.2322
H -1.0127 -4.4078 -5.1045
H -1.6097 -5.8816 -4.3489
H -0.1487 -5.0951 -3.7324
```

Output
energy relative to the best compared isomer or geometry (same formula, charge and spin): 15.71 kcal per mole
orbital gap: 0.2186 hartree
molecular weight: 789.3 g mol⁻¹
highest occupied orbital energy: -6.9083 eV

***

Computed, not measured: 9 unconnected molecules or ions with the total composition C30H35N9 in a non-equilibrium geometry, with wB97M-V/def2-TZVPD.

```
74
C30H35N9, DFT wB97M-V/def2-TZVPD
C -3.8316 -0.3166 -1.3523
C -5.1110 0.2350 -1.6707
N -6.1399 0.5761 -1.9827
H -3.9540 -1.2745 -0.8564
H -3.2735 0.3397 -0.6643
H -3.2570 -0.4358 -2.2476
C 1.1045 4.4351 3.5029
C 0.3469 4.7346 2.2764
N -0.2507 4.9512 1.3060
H 0.4329 3.9691 4.2323
H 1.5603 5.3282 3.8865
H 1.8811 3.6755 3.2909
C -1.4294 3.1528 -1.8821
C -1.7317 2.0495 -2.8446
N -1.8885 1.2435 -3.6461
H -1.5975 4.1480 -2.3312
H -0.3594 3.1451 -1.6082
H -1.9877 2.9900 -0.9472
C -3.5630 1.5028 2.2150
C -2.7612 2.4998 2.9086
N -2.2050 3.2959 3.4742
H -4.2608 1.0949 2.9471
H -2.9522 0.6868 1.8473
H -4.0793 1.9513 1.3649
C 0.4546 1.3954 1.5322
C -0.1160 0.5755 0.4630
N -0.5905 -0.0612 -0.3608
H -0.3862 1.9928 1.8840
H 1.2653 2.0369 1.1715
H 0.8338 0.7530 2.3389
N 4.7817 -3.4458 -1.1287
C 4.3686 -2.8456 -2.2408
C 3.3831 -1.8389 -2.2665
C 2.8547 -1.4015 -1.0934
C 3.2854 -1.9941 0.0876
C 4.2228 -3.0832 0.0237
H 4.8340 -3.1851 -3.1730
H 3.1396 -1.3627 -3.2080
H 2.1244 -0.6002 -1.0487
H 2.8634 -1.5987 0.9988
H 4.5605 -3.6223 0.9184
N 0.3626 -1.6117 3.4528
C -0.8430 -1.2225 3.8573
C -2.0309 -1.8241 3.4098
C -1.9509 -2.9064 2.5242
C -0.7028 -3.3076 2.0942
C 0.4165 -2.6441 2.5887
H -0.9191 -0.3338 4.4837
H -2.9808 -1.4111 3.7187
H -2.8538 -3.3688 2.1328
H -0.6487 -4.0836 1.3463
H 1.4356 -2.9320 2.2737
N -2.7298 -3.4453 -1.5736
C -1.4416 -3.0668 -1.6516
C -0.3677 -3.9758 -1.5232
C -0.5796 -5.3205 -1.3857
C -1.8840 -5.7095 -1.4528
C -2.9244 -4.7558 -1.4288
H -1.2768 -2.0015 -1.7585
H 0.6430 -3.5731 -1.5246
H 0.2105 -6.0632 -1.3600
H -2.0488 -6.7716 -1.4117
H -3.9451 -5.1043 -1.2853
N 2.4518 2.6465 -0.8627
C 2.7953 2.1900 -2.0331
C 3.4234 2.9949 -3.0238
C 3.6876 4.2911 -2.7749
C 3.2790 4.7966 -1.5350
C 2.7084 3.9440 -0.6026
H 2.5754 1.1489 -2.2989
H 3.6110 2.5922 -4.0179
H 4.1103 4.9519 -3.5211
H 3.3820 5.8562 -1.3455
H 2.4642 4.3287 0.3724
```

Output
SMILES: c1ccncc1.c1ccncc1.c1ccncc1.c1ccncc1.CC#N.CC#N.CC#N.CC#N.CC#N
orbital gap: 0.3666 hartree
molecular weight: 521.7 g mol⁻¹
highest occupied orbital energy: -9.5276 eV

***

Computed, not measured: a molecular structure, C30H36BBr2Cl3F16NO9PS in a non-equilibrium geometry, with wB97M-V/def2-TZVPD.

```
100
C30H36BBr2Cl3F16NO9PS, DFT wB97M-V/def2-TZVPD
C 0.1395 -0.3858 5.1722
C 0.4849 -1.2485 3.8383
O 0.0024 -0.5189 2.6579
B -0.1012 -1.3961 1.5232
O 0.9378 -2.4351 1.5499
C -1.1661 -1.2053 0.2591
C -0.9620 -2.5444 -0.5960
C -1.2877 -3.9635 0.0324
C -0.7078 -5.1324 -0.9499
C -1.1927 -6.5661 -0.3884
O -0.1729 -7.2315 0.4011
C -2.6248 -1.0064 0.9401
Br -3.8722 -1.7012 -0.5137
Br -3.0058 -2.3885 2.3883
C -3.0557 0.3785 1.5970
C -2.9278 0.5382 3.2215
C -4.2803 0.3650 4.0648
C -4.5862 0.8688 1.3883
Cl -6.0804 -0.2235 1.3568
C -4.9701 2.2486 1.2839
C -6.5045 2.7340 1.0908
Cl -3.8210 3.6525 1.4087
O -2.0474 1.3529 1.1864
S -1.7639 1.4578 -0.4197
O -1.1531 2.7671 -0.9097
O -3.0112 1.3590 -1.2385
C -0.5687 0.0006 -0.6410
C 0.9011 0.5147 -0.1739
C 1.1068 1.7470 0.7962
C 2.5383 2.1972 1.2582
C 3.6908 1.3484 0.6536
N 3.5701 0.2300 -0.2036
C 2.2479 -0.1356 -0.5770
P -0.5949 -0.0638 -2.5408
O -2.1227 -0.6438 -3.1510
Cl 0.6863 -1.5767 -3.3830
H -0.2431 0.6632 4.9347
H 1.0626 -0.3755 5.8676
H -0.6895 -0.9224 5.7547
H 1.6337 -1.3445 3.8258
H -0.0276 -2.2625 3.9847
H 1.8056 -1.9716 1.4346
H -1.4403 -2.5676 -1.6355
H 0.1734 -2.5824 -0.8385
H -0.8485 -4.1948 1.0570
H -2.4169 -4.1615 0.0956
H -1.0449 -4.9703 -2.0434
H 0.4433 -5.1042 -0.8536
H -1.4207 -7.2273 -1.3000
H -2.1237 -6.4716 0.2802
H -0.6080 -7.7422 1.1225
H -2.1465 -0.0867 3.7332
H -2.6187 1.6368 3.4429
H -3.9601 0.2567 5.1748
H -4.8464 -0.6002 3.8338
H -4.9612 1.2989 4.0641
H -6.4883 3.7664 0.5634
H -6.9951 2.9318 2.1074
H -7.1078 2.0670 0.3967
H 0.2423 2.3358 1.2373
H 2.6485 3.0775 1.9801
H 4.7569 1.6445 0.9822
H 2.2173 -1.0833 -1.2344
H -1.9827 -1.0964 -4.0107
C 0.7344 -2.8405 -7.4652
C 0.5773 -4.3444 -7.1550
C 1.8729 -5.1171 -6.9024
F 2.7002 -5.1102 -7.9633
F 1.5993 -6.4223 -6.6429
F -0.1514 -4.9229 -8.1398
F -0.1850 -4.4361 -6.0239
O 0.7117 -2.4570 -8.8478
C 1.9244 -2.5460 -9.5666
C 1.8662 -3.5772 -10.7006
F 1.5683 -4.8115 -10.2378
F 3.0652 -3.6744 -11.3247
F 2.9418 -2.7602 -8.7101
F 2.1358 -1.3176 -10.0939
H -0.1488 -2.3516 -7.0422
H 1.5770 -2.3910 -6.9331
H 2.4103 -4.7141 -6.0393
H 1.1100 -3.3038 -11.4385
C 2.8033 7.9566 5.1782
C 2.5508 6.8518 6.2263
C 3.7672 6.0161 6.6275
F 4.2992 5.3384 5.5934
F 3.4141 5.0839 7.5504
F 1.5361 6.0627 5.7980
F 2.0897 7.4743 7.3518
O 2.4835 7.6484 3.8135
C 3.4599 6.9647 3.0566
C 2.9992 5.5684 2.6205
F 2.6805 4.7942 3.6831
F 3.9811 4.9180 1.9501
F 4.6253 6.9487 3.7319
F 3.6783 7.7232 1.9579
H 2.1175 8.7715 5.4301
H 3.7992 8.3977 5.2706
H 4.5465 6.6419 7.0714
H 2.1206 5.6308 1.9757
```

Output
orbital gap: 0.3198 hartree
molecular weight: 1198.6 g mol⁻¹
highest occupied orbital energy: -9.2086 eV

***

Computed, not measured: a molecular structure, C30H36BLaN11O2S in a non-equilibrium geometry, with wB97M-V/def2-TZVPD.

```
82
C30H36BLaN11O2S, DFT wB97M-V/def2-TZVPD
La -0.0948 0.3561 0.2871
C -2.6693 0.8328 2.5201
C -1.2766 0.9821 2.8792
C -0.7456 -0.2997 3.0022
C -1.8045 -1.2403 2.7029
C -2.9561 -0.5214 2.4087
H -3.3882 1.6304 2.4684
H -0.8332 1.8926 3.2639
H 0.1808 -0.5633 3.4945
H -1.7251 -2.3113 2.7701
H -3.9143 -0.9409 2.1674
C 0.0132 -4.3958 0.9795
C 0.3458 -3.1068 1.3796
N 0.1767 -2.2384 0.3805
N -0.2424 -2.9610 -0.6801
C -0.3680 -4.2535 -0.3371
B -0.5150 -2.3143 -2.0525
N 0.6751 -1.3647 -2.4170
C 1.4214 -1.4123 -3.5370
C 2.3665 -0.4106 -3.4801
C 2.1296 0.2257 -2.2686
N 1.1115 -0.3558 -1.6319
N -1.8304 -1.5174 -1.8928
C -3.0017 -1.6939 -2.5215
C -3.9456 -0.8756 -1.9359
C -3.2529 -0.2217 -0.9241
N -1.9771 -0.6118 -0.8976
N -0.5938 -3.3450 -3.1544
C 0.2550 -4.3837 -3.3781
C 0.0210 -4.8644 -4.6437
C -0.9971 -4.0411 -5.1530
N -1.3199 -3.1360 -4.2608
H 0.0538 -5.2935 1.5599
H 0.7128 -2.7886 2.3365
H -0.7183 -4.9911 -1.0284
H 1.2670 -2.1308 -4.3142
H 3.1193 -0.1824 -4.2049
H 2.6549 1.0609 -1.8390
H -3.0903 -2.3711 -3.3465
H -4.9779 -0.7733 -2.2011
H -3.6212 0.4990 -0.2170
H 0.9662 -4.7031 -2.6436
H 0.5087 -5.6736 -5.1457
H -1.4711 -4.0667 -6.1120
C 1.6033 5.0305 2.2407
N 1.8237 3.7738 2.9001
C 1.9513 3.5501 4.2451
C 2.1812 2.2318 4.4254
N 2.1964 1.6320 3.1782
C 1.9551 2.6049 2.2459
S 1.8978 2.4707 0.5666
C 2.6934 0.3520 2.8868
C 3.5698 -0.2565 3.7814
C 4.1635 -1.4469 3.4085
C 3.8927 -1.9618 2.1469
C 2.9888 -1.2968 1.3386
N 2.3532 -0.1806 1.7093
H 1.2504 5.7652 2.9596
H 0.8682 4.8913 1.4476
H 2.5291 5.3854 1.7834
H 1.8719 4.3357 4.9687
H 2.3076 1.6802 5.3325
H 3.8113 0.2085 4.7217
H 4.8412 -1.9445 4.0825
H 4.3790 -2.8596 1.8052
H 2.7557 -1.6473 0.3422
C -2.1679 3.8198 1.1435
O -1.1362 3.1274 0.4367
C -0.9117 3.7044 -0.8546
C -1.6268 2.9503 -1.9671
O -0.9580 1.7113 -2.1816
C -1.2297 1.2254 -3.4944
H -1.9816 4.8976 1.1351
H -2.1491 3.4771 2.1731
H -3.1510 3.6349 0.7045
H 0.1671 3.6596 -1.0434
H -1.2320 4.7501 -0.8582
H -1.5928 3.5556 -2.8804
H -2.6785 2.7628 -1.7054
H -0.8044 1.8944 -4.2481
H -2.3077 1.1398 -3.6640
H -0.7731 0.2468 -3.5947
```

Output
energy relative to the best compared isomer or geometry (same formula, charge and spin): 22.62 kcal per mole
spin multiplicity: 2
charge: +2
orbital gap (spin up / spin down): 0.3102 / 0.1966 hartree
molecular weight: 764.5 g mol⁻¹
highest occupied orbital energy (spin up / spin down): -13.5207 / -13.5205 eV

***

Computed, not measured: a molecular structure, C30H36ClN7O2PdS in a non-equilibrium geometry, with wB97M-V/def2-TZVPD.

```
78
C30H36ClN7O2PdS, DFT wB97M-V/def2-TZVPD
Pd -2.4311 -0.7402 2.0240
N -5.8667 1.3388 0.3621
C -5.5175 2.4720 -0.3762
C -6.5226 3.3369 -0.9072
C -6.0442 4.5125 -1.5981
C -4.6608 4.8089 -1.7500
C -3.6983 4.1018 -1.1059
C -4.1080 2.8444 -0.4440
S -2.8104 1.9588 0.3102
N -3.6684 0.7599 1.0364
C -4.9695 0.5860 1.0323
C -5.4852 -0.5079 1.8494
C -6.7802 -0.9504 1.8275
C -7.0930 -2.1079 2.5949
C -6.1422 -2.7436 3.3501
C -4.8070 -2.1967 3.3385
N -4.5122 -1.1519 2.5733
H -6.8529 1.1757 0.2914
H -7.5332 3.0557 -0.8840
H -6.7641 5.1985 -2.0054
H -4.4553 5.8076 -2.1945
H -2.6851 4.4673 -1.0515
H -7.6336 -0.5558 1.3021
H -8.0685 -2.5437 2.5166
H -6.3712 -3.6140 3.8756
H -4.0445 -2.7886 3.8640
C -3.5104 -0.2492 6.1799
C -2.5808 0.3156 5.1655
N -2.1100 1.5712 5.3152
O -2.2558 -0.2682 4.0863
H -3.6561 0.4869 6.9748
H -3.1839 -1.1847 6.6127
H -4.4969 -0.3243 5.7163
H -2.0494 2.0328 6.1697
H -1.3900 1.9561 4.6859
C 2.0683 0.8923 -1.8044
C 3.0411 0.6789 -0.6858
C 2.4314 1.2968 0.6064
C 4.2562 1.5737 -0.9975
C 3.5966 -0.7706 -0.5569
O 4.3212 -0.9494 0.6171
C 4.6821 -1.2098 -1.6077
C 4.5120 -1.0981 -3.1329
C 5.6468 -1.6831 -3.9652
C 5.6664 -1.3809 -5.3427
C 6.6733 -1.6925 -6.1751
C 7.8094 -2.3608 -5.6539
Cl 9.0200 -3.0176 -6.6232
C 7.9178 -2.6058 -4.2175
C 6.8279 -2.2553 -3.4461
C 2.4756 -1.8212 -0.5710
N 1.4242 -1.5380 0.4174
C 0.1421 -1.2475 0.2454
N -0.4845 -1.1054 1.4251
C 0.5759 -1.3705 2.3322
N 1.6842 -1.5997 1.7812
H 1.6751 1.9049 -1.7515
H 1.1525 0.2988 -1.7110
H 2.4967 0.7260 -2.7634
H 2.2833 2.3917 0.3841
H 3.0718 1.0966 1.5414
H 1.4130 0.8285 0.8139
H 4.0365 2.6847 -0.9086
H 4.5658 1.3886 -2.0504
H 5.1425 1.3574 -0.4205
H 3.7343 -0.7522 1.3665
H 4.9023 -2.2514 -1.3845
H 5.6187 -0.7406 -1.3384
H 4.5623 -0.0503 -3.4138
H 3.5727 -1.4636 -3.4795
H 4.7643 -0.8282 -5.7334
H 6.6987 -1.4878 -7.2279
H 8.7811 -3.0964 -3.7755
H 6.9401 -2.4011 -2.3495
H 2.9174 -2.7739 -0.2839
H 2.0000 -1.9328 -1.5525
H -0.2945 -1.2726 -0.7397
H 0.4363 -1.2220 3.3951
```

Output
energy relative to the best compared isomer or geometry (same formula, charge and spin): 35.98 kcal per mole
spin multiplicity: 5
charge: +4
orbital gap (spin up / spin down): 0.2508 / 0.1982 hartree
molecular weight: 700.6 g mol⁻¹
highest occupied orbital energy (spin up / spin down): -18.0766 / -18.4134 eV